This record from the Open Molecules 2025 dataset describes 2 unconnected molecules or ions with the total composition CH3F2OP in a non-equilibrium geometry. The level of theory is ωB97M-V/def2-TZVPD.

Output
Multiplicity: 1
Molar mass, g mol⁻¹: 100.004
LUMO, hartree: 0.00981
SMILES: C=O.FPF
Orbital gap, Ha: 0.3950

Geometry as XYZ:
```
8
Properties=species:S:1:pos:R:3:mulliken_charge:R:1
C -2.91 0.06 -0.23 -0.02
O -1.79 -0.23 0.14 -0.37
F 3.34 0.08 1.55 -0.27
F 3.62 -0.59 -0.68 -0.28
P 2.36 -0.25 0.30 0.53
H 2.44 1.03 -0.19 0.02
H -3.25 -0.01 -1.32 0.19
H -3.82 -0.08 0.42 0.20
```